ORCA calculation (ωB97M-V/def2-TZVPD) on a cluster of 2 separate species, C2H9N3O in total at a distorted geometry.

The value obtained for the energy relative to the best compared isomer or geometry (same formula, charge and spin) is 95.2 kcal per mole. As for the spin multiplicity: 1. The HOMO energy comes out at -7.18 eV. As for the largest force on an atom: 4.6 eV Å⁻¹. For the total energy, the calculation gives -8734.3102 eV.

Each line ends with the Mulliken charge.
Element x y z (Å)
N: -0.767 -1.722 0.955  -0.552
C: -0.033 -0.980 1.965  0.188
N: -0.061 0.374 1.766  -0.241
H: -1.692 -1.888 1.263  0.295
H: -0.853 -1.103 0.167  0.434
H: 0.439 -1.328 2.969  0.300
H: -0.062 0.617 0.714  0.250
H: 0.404 1.066 2.421  0.277
N: 1.279 0.391 -1.919  -0.605
C: -0.065 0.980 -1.837  -0.386
O: -0.841 0.362 -0.950  -0.982
H: 1.642 0.574 -1.006  0.239
H: 1.248 -0.579 -2.122  0.278
H: -0.039 2.132 -1.639  0.193
H: -0.597 1.103 -2.749  0.314

---

ORCA calculation (ωB97M-V/def2-TZVPD) on a structure of composition C21H39AuI2N4OP.

Its net charge is +1. As for the spin multiplicity: 1. The HOMO energy comes out at -11.08 eV. As for the largest force on an atom: 0.4 eV Å⁻¹. For the total energy, the calculation gives -59594.8431 eV.

Each line ends with the Mulliken charge.
Element x y z (Å)
Au: -0.210 -1.544 0.153  1.583
C: -2.728 -1.559 1.619  -0.869
N: -2.308 -1.946 0.250  0.418
C: -3.078 -1.171 -0.745  -0.820
C: -2.541 -3.400 0.035  -0.936
C: -1.319 -4.175 0.404  0.142
C: -1.361 -5.539 0.667  -0.768
C: -0.189 -6.252 0.855  -0.699
C: 1.035 -5.607 0.766  -0.156
C: 1.097 -4.241 0.518  -0.017
C: -0.081 -3.536 0.356  0.371
H: -3.804 -1.720 1.730  0.412
H: -2.490 -0.510 1.777  0.045
H: -2.197 -2.171 2.345  0.390
H: -4.143 -1.395 -0.638  0.390
H: -2.752 -1.447 -1.746  0.345
H: -2.907 -0.112 -0.589  0.003
H: -2.744 -3.547 -1.027  0.404
H: -3.433 -3.711 0.586  0.414
H: -2.320 -6.042 0.715  0.432
H: -0.231 -7.313 1.059  0.395
H: 1.956 -6.161 0.888  0.165
H: 2.063 -3.770 0.439  -0.347
C: -1.477 3.750 -1.984  -1.066
N: -1.101 2.422 -1.515  0.599
C: -0.239 1.706 -2.454  -1.069
P: -1.068 2.043 0.088  -0.600
O: -0.660 0.607 0.239  -0.330
N: -2.572 2.463 0.614  0.538
C: -2.818 2.563 2.051  -1.219
C: -3.788 2.376 -0.185  -1.192
N: -0.060 2.954 1.006  0.585
C: 1.104 2.417 1.697  -1.016
C: -0.268 4.380 1.209  -1.105
H: -1.983 3.665 -2.948  0.342
H: -0.600 4.391 -2.115  0.313
H: -2.159 4.232 -1.287  0.360
H: -0.805 1.446 -3.351  0.352
H: 0.151 0.798 -2.002  0.119
H: 0.609 2.329 -2.755  0.357
H: -1.907 2.370 2.613  0.391
H: -3.572 1.832 2.355  0.398
H: -3.184 3.557 2.316  0.312
H: -3.552 2.171 -1.225  0.412
H: -4.343 3.316 -0.132  0.318
H: -4.441 1.582 0.191  0.359
H: 1.217 1.357 1.489  0.086
H: 1.001 2.564 2.777  0.344
H: 2.007 2.938 1.371  0.365
H: -1.206 4.704 0.765  0.346
H: 0.546 4.960 0.767  0.318
H: -0.304 4.606 2.278  0.355
I: 4.911 -3.792 0.226  0.286
I: 5.280 -6.353 0.811  -0.135
C: 3.291 1.350 -1.791  -1.403
C: 3.848 0.305 -0.811  2.486
C: 4.885 -0.567 -1.528  -1.674
C: 4.524 1.002 0.377  -1.303
C: 2.699 -0.498 -0.337  -0.121
C: 1.698 -1.106 -0.036  -1.243
H: 4.086 2.034 -2.095  0.478
H: 2.490 1.929 -1.329  0.033
H: 2.893 0.864 -2.684  0.418
H: 5.649 0.067 -1.981  0.405
H: 4.424 -1.172 -2.309  0.412
H: 5.385 -1.222 -0.815  0.172
H: 5.369 1.596 0.024  0.412
H: 4.896 0.269 1.094  0.398
H: 3.831 1.663 0.896  0.107

---

ORCA calculation (ωB97M-V/def2-TZVPD) on an isolated molecule of C5H9N at a distorted geometry.

The value obtained for the energy relative to the best compared isomer or geometry (same formula, charge and spin) is 36.9 kcal per mole. As for the spin multiplicity: 1. The HOMO energy comes out at -8.27 eV. As for the largest force on an atom: 1.6 eV Å⁻¹. For the total energy, the calculation gives -6819.3934 eV. Its SMILES is C=C(N)/C=C/C.

Each line ends with the Mulliken charge.
Element x y z (Å)
C: -1.459 -0.567 1.288  -1.085
C: -1.277 -0.167 0.030  0.739
N: -2.335 -0.165 -0.925  -0.569
C: 0.049 0.103 -0.531  -0.471
C: 1.045 0.773 0.034  -0.101
C: 2.508 0.407 -0.135  -1.110
H: -2.441 -0.704 1.725  0.237
H: -0.644 -0.688 1.985  0.314
H: -2.125 -0.698 -1.759  0.239
H: -3.154 -0.544 -0.468  0.246
H: 0.240 -0.393 -1.485  0.227
H: 0.928 1.558 0.775  0.380
H: 2.976 0.956 -0.962  0.290
H: 2.633 -0.658 -0.299  0.338
H: 3.055 0.785 0.727  0.326

---

ORCA calculation (ωB97M-V/def2-TZVPD) on a structure of composition C16H34F2O7PRb at a distorted geometry.

The value obtained for the energy relative to the best compared isomer or geometry (same formula, charge and spin) is 0.0 kcal per mole. As for the spin multiplicity: 1. The HOMO energy comes out at -6.11 eV. As for the largest force on an atom: 1.1 eV Å⁻¹. For the total energy, the calculation gives -46853.2193 eV.

Each line ends with the Mulliken charge.
Element x y z (Å)
Rb: -0.226 0.340 0.588  0.345
C: 1.970 3.454 -0.223  -0.948
C: 0.552 3.866 -0.489  -0.323
O: 0.207 3.487 -1.815  -0.327
C: -1.139 3.766 -2.157  -0.921
C: -2.036 2.564 -2.022  -0.126
O: -2.102 2.185 -0.661  -0.254
C: -3.156 1.288 -0.330  -0.952
C: -3.218 0.066 -1.232  -0.597
O: -1.924 -0.479 -1.339  0.558
C: -1.826 -1.559 -2.242  -1.083
C: -0.439 -2.131 -2.169  0.081
O: 0.494 -1.124 -2.530  -0.327
C: 1.848 -1.541 -2.452  -0.903
C: 2.676 -0.538 -1.696  -0.338
O: 2.410 -0.669 -0.307  -0.029
C: 3.265 0.097 0.528  -0.617
C: 3.325 1.570 0.171  -0.765
O: 2.017 2.051 -0.030  0.318
H: 2.333 3.965 0.675  0.373
H: 2.604 3.740 -1.070  0.358
H: 0.476 4.954 -0.378  0.445
H: -0.115 3.398 0.239  0.242
H: -1.152 4.077 -3.203  0.366
H: -1.528 4.590 -1.551  0.427
H: -1.638 1.739 -2.625  0.088
H: -3.034 2.829 -2.400  0.401
H: -4.121 1.802 -0.377  0.423
H: -2.966 0.992 0.704  0.301
H: -3.597 0.335 -2.227  0.389
H: -3.915 -0.659 -0.794  0.385
H: -2.049 -1.213 -3.260  0.421
H: -2.540 -2.348 -1.977  0.356
H: -0.381 -2.984 -2.857  0.416
H: -0.251 -2.474 -1.148  -0.085
H: 2.254 -1.640 -3.463  0.407
H: 1.926 -2.514 -1.957  0.374
H: 2.425 0.471 -2.041  0.186
H: 3.740 -0.728 -1.894  0.407
H: 4.287 -0.299 0.486  0.348
H: 2.880 -0.025 1.540  0.201
H: 3.929 1.741 -0.729  0.370
H: 3.815 2.096 1.000  0.428
C: 0.869 -1.960 3.026  -0.438
P: -0.445 -2.805 2.178  1.220
C: -1.694 -3.138 3.420  -1.347
C: 0.208 -4.412 1.689  -1.294
O: -1.002 -2.077 0.986  -0.596
H: 1.141 -2.496 3.938  0.473
H: 0.522 -0.917 3.288  0.226
H: 1.740 -1.905 2.365  -0.013
H: -1.299 -3.751 4.231  0.394
H: -2.538 -3.643 2.950  0.346
H: -2.028 -2.176 3.814  0.307
H: 0.577 -4.980 2.544  0.401
H: 1.029 -4.240 0.990  0.276
H: -0.574 -4.979 1.181  0.352
F: -1.605 0.509 2.828  -0.237
C: -0.341 0.928 3.463  -0.723
F: 0.087 1.967 2.536  -0.224
H: -0.725 1.540 4.287  0.058